[1]
{"formula": "C2H4F2OS", "method": "the ωB97M-V functional and the def2-TZVPD basis", "species": ["C", "C", "O", "F", "F", "S", "H", "H", "H", "H"], "positions_angstrom": [[0.39437, 1.46095, 0.25245], [-0.23642, 0.08108, 0.09845], [-1.13715, -2.17461, -0.89120], [1.20707, -0.86298, 1.02797], [-1.25439, -0.28042, 0.90578], [-0.47205, -0.82727, -1.50272], [1.50526, 1.36827, 0.07288], [0.04302, 2.19498, -0.40893], [0.46170, 1.91937, 1.26476], [-0.51141, -2.87938, -0.81945]], "mulliken_charge": [-1.113, 0.812, -0.432, -0.561, -0.175, 0.122, 0.322, 0.358, 0.314, 0.355], "homo_ev": -10.10, "de_lowest_ev": 2.081, "largest_force_ev_per_a": 3.4, "lumo_energy_ev": -0.1}


[2]
{"formula": "C2H4F2S", "method": "the ωB97M-V functional and the def2-TZVPD basis", "species": ["C", "C", "H", "H", "H", "H", "F", "F", "S"], "positions_angstrom": [[-0.40986, -0.33333, 0.13488], [0.80999, 0.39172, 0.58894], [-1.64437, -0.34076, -2.13157], [-1.19751, 0.35411, 0.11132], [-0.61672, -1.31065, 0.62864], [1.22379, 0.71637, -0.24331], [0.44295, 1.55837, 1.31063], [1.68457, -0.39958, 1.27181], [-0.29284, -0.63625, -1.67136]], "mulliken_charge": [-0.524, 0.274, 0.150, 0.329, 0.318, 0.265, -0.289, -0.257, -0.266], "homo_ev": -9.70, "de_lowest_ev": 1.069, "largest_force_ev_per_a": 4.9, "smiles": "FC(F)CS", "lumo_energy_ev": 0.6}


[3]
{"formula": "C2H4F2S", "method": "the ωB97M-V functional and the def2-TZVPD basis", "species": ["C", "C", "F", "F", "S", "H", "H", "H", "H"], "positions_angstrom": [[-0.77469, 0.94312, -0.61113], [0.11237, -0.59299, 0.34893], [-0.67008, -1.64745, 0.14378], [0.15130, -0.15725, 1.64929], [1.79238, -0.80815, -0.31547], [-0.10308, 1.56080, -1.23214], [-1.53283, 0.45349, -1.13573], [-1.25542, 1.30776, 0.29593], [2.28004, -1.05932, 0.85654]], "mulliken_charge": [-0.958, 0.503, -0.201, -0.232, -0.188, 0.300, 0.346, 0.299, 0.131], "homo_ev": -9.67, "de_lowest_ev": 2.011, "largest_force_ev_per_a": 5.3, "lumo_energy_ev": 0.8}


[4]
{"formula": "C2H4F4N2O2S", "method": "the ωB97M-V functional and the def2-TZVPD basis", "species": ["C", "C", "N", "N", "O", "O", "F", "F", "F", "F", "S", "H", "H", "H", "H"], "positions_angstrom": [[1.73477, 1.49676, 0.29100], [1.82217, 0.02390, -0.05475], [0.52341, 2.03346, -0.12697], [-0.44045, -2.23200, 0.39113], [-0.78454, -0.04829, 1.54405], [0.82004, -1.69672, 2.51490], [2.77772, 2.19790, -0.22654], [1.94443, 1.57842, 1.67016], [3.01016, -0.55701, 0.13180], [1.35812, -0.31672, -1.26666], [0.20416, -1.07857, 1.39324], [0.49212, 3.03871, -0.00805], [-0.25777, 1.57917, 0.33491], [0.12778, -3.03626, 0.18409], [-0.97844, -1.88318, -0.38789]], "mulliken_charge": [0.899, 0.263, -0.569, -0.475, -0.644, -0.565, -0.285, -0.313, -0.239, -0.229, 1.090, 0.260, 0.273, 0.271, 0.263], "homo_ev": -10.01, "de_lowest_ev": 0.000, "largest_force_ev_per_a": 3.4, "lumo_energy_ev": -0.5}


[5]
{"formula": "C2H4F8KNO12S4", "method": "the ωB97M-V functional and the def2-TZVPD basis", "species": ["K", "N", "S", "O", "O", "F", "S", "O", "O", "F", "C", "F", "F", "F", "S", "O", "O", "O", "C", "F", "F", "F", "S", "O", "O", "O", "O", "H", "H", "O", "H", "H"], "positions_angstrom": [[0.68086, 1.96254, 6.32262], [2.35904, -0.51673, -4.63228], [1.38633, 0.44336, -3.79726], [0.38074, 1.02427, -4.65455], [1.86642, 1.14091, -2.63838], [0.56425, -0.74704, -3.05621], [3.66804, 0.58883, -4.69312], [4.57351, 0.50069, -3.56477], [3.40505, 1.87972, -5.31422], [4.54073, -0.23891, -5.74725], [-3.13681, -1.44618, 0.33517], [-2.07773, -2.24313, 0.14035], [-3.43896, -1.48389, 1.65537], [-2.82321, -0.19185, 0.04470], [-4.60832, -2.09000, -0.61401], [-4.79044, -3.42685, -0.04318], [-5.69390, -1.17773, -0.26974], [-4.24541, -2.06806, -2.01441], [0.92276, -1.14639, 1.88513], [2.24814, -1.28653, 1.95251], [0.56216, -1.22915, 0.62288], [0.26896, -2.06660, 2.57661], [0.49028, 0.55293, 2.68508], [-0.95150, 0.47430, 2.92567], [1.25440, 0.60966, 3.93681], [0.93553, 1.60330, 1.77222], [2.96073, 2.05289, 0.05161], [2.41689, 1.78535, -0.69981], [2.46399, 1.84237, 0.87354], [-1.98379, 1.64735, 5.04461], [-1.59344, 1.05692, 4.35905], [-2.60531, 2.19362, 4.55525]], "mulliken_charge": [0.915, -0.380, 1.060, -0.615, -0.534, -0.285, 1.082, -0.562, -0.579, -0.277, 0.620, -0.230, -0.256, -0.204, 1.122, -0.702, -0.699, -0.650, 0.577, -0.219, -0.168, -0.219, 1.309, -0.810, -0.783, -0.779, -0.671, 0.401, 0.445, -0.669, 0.471, 0.288], "homo_ev": -3.38, "de_lowest_ev": 0.791, "largest_force_ev_per_a": 4.8, "total_charge": -2, "lumo_energy_ev": 1.4}


[6]
{"formula": "C2H4FN", "method": "the ωB97M-V functional and the def2-TZVPD basis", "species": ["C", "C", "N", "F", "H", "H", "H", "H"], "positions_angstrom": [[0.31938, 0.07708, 0.30881], [-0.67200, -0.27062, -0.70585], [0.64918, 1.15170, 0.83115], [0.90122, -1.07393, 0.82263], [-1.00295, 0.55989, -1.33680], [-1.59340, -0.60723, -0.09854], [-0.09131, -1.03149, -1.27893], [1.48988, 1.19460, 1.45752]], "mulliken_charge": [0.537, -0.696, -0.576, -0.275, 0.260, 0.223, 0.251, 0.275], "homo_ev": -10.52, "de_lowest_ev": 0.041, "largest_force_ev_per_a": 2.6, "smiles": "[H]/N=C(/C)F", "lumo_energy_ev": 1.0}


[7]
{"formula": "C2H4FN3", "method": "the ωB97M-V functional and the def2-TZVPD basis", "species": ["C", "C", "N", "N", "N", "F", "H", "H", "H", "H"], "positions_angstrom": [[0.00290, -1.14847, 0.04653], [0.26588, -0.08316, -0.89117], [-0.32416, -0.75103, 1.21465], [-0.38116, 1.00641, -0.14546], [-0.60582, 0.54588, 1.15250], [0.50320, 0.99568, 2.14844], [0.34687, -2.10911, -0.18614], [1.35988, 0.03806, -0.99935], [-0.17538, -0.20308, -1.88430], [-0.99220, 1.70884, -0.45569]], "mulliken_charge": [-0.111, -0.319, -0.424, -0.167, 0.162, -0.330, 0.416, 0.211, 0.299, 0.263], "homo_ev": -9.49, "de_lowest_ev": 3.645, "largest_force_ev_per_a": 3.5, "smiles": "FN1N=CCN1", "lumo_energy_ev": 0.4}


[8]
{"formula": "C2H4FNO", "method": "the ωB97M-V functional and the def2-TZVPD basis", "species": ["C", "C", "H", "H", "H", "H", "N", "O", "F"], "positions_angstrom": [[-0.28988, 0.27265, -0.19072], [1.31402, 0.24787, 0.07771], [-2.73087, -1.23830, 0.36642], [-0.56889, 1.29394, -0.38638], [1.85485, 0.81021, -0.56924], [1.60866, 0.69016, 1.08003], [-0.96467, -0.79815, 0.21961], [-2.16429, -0.29589, -0.31915], [1.94106, -0.98250, -0.27827]], "mulliken_charge": [0.066, -0.323, 0.395, 0.334, 0.286, 0.252, -0.316, -0.402, -0.292], "homo_ev": -9.76, "de_lowest_ev": 5.922, "largest_force_ev_per_a": 10.3, "lumo_energy_ev": 0.3}


[9]
{"formula": "C2H4FO2P2", "method": "the ωB97M-V functional and the def2-TZVPD basis", "species": ["C", "C", "O", "O", "F", "P", "P", "H", "H", "H", "H"], "positions_angstrom": [[-1.49161, 0.63228, -0.09892], [0.03345, 0.25702, 0.11103], [-2.04566, -0.29440, -0.74598], [-2.02087, 1.64652, 0.28937], [0.49583, 0.26234, 1.62461], [1.18152, 1.02780, -0.92721], [-0.17745, -1.52987, -0.48620], [1.56557, 1.90303, 0.01604], [2.37047, 0.13668, -0.58439], [1.12041, -1.87217, 0.25131], [-1.03165, -2.16923, 0.55032]], "mulliken_charge": [0.330, 0.648, -0.601, -0.663, -0.367, -0.218, -0.204, 0.005, 0.029, 0.011, 0.030], "homo_ev": -4.58, "de_lowest_ev": 1.253, "largest_force_ev_per_a": 4.5, "total_charge": -1, "lumo_energy_ev": 4.3}


[10]
{"formula": "C2H4FPS", "method": "the ωB97M-V functional and the def2-TZVPD basis", "species": ["C", "C", "F", "P", "S", "H", "H", "H", "H"], "positions_angstrom": [[0.52220, 0.95584, -0.03424], [1.20291, -0.37618, 0.03627], [-2.48244, -1.58741, 0.08690], [-2.96258, -0.03406, -0.04101], [-1.13912, 1.24109, -0.12988], [0.92687, 1.97377, 0.03751], [1.84191, -0.30760, 0.81068], [1.68994, -0.64234, -0.81480], [0.40031, -1.22310, 0.04856]], "mulliken_charge": [-0.202, -0.759, -0.237, 0.293, -0.204, 0.327, 0.263, 0.303, 0.217], "spin_multiplicity": 3, "homo_ev": [-6.49, -10.06], "de_lowest_ev": 0.524, "largest_force_ev_per_a": 5.1, "lumo_energy_ev": [0.1, -1.5]}


[11]
{"formula": "C2H4FPS", "method": "the ωB97M-V functional and the def2-TZVPD basis", "species": ["C", "C", "F", "P", "S", "H", "H", "H", "H"], "positions_angstrom": [[0.50186, 0.55449, -0.32360], [-0.06865, 0.27247, 1.04135], [0.76651, -2.04133, -0.89782], [-1.81444, -0.38930, -1.71019], [0.19270, -0.51411, -1.61597], [0.90929, 1.55305, -0.71756], [0.74060, 0.48454, 1.81195], [-0.27123, -0.83344, 1.13789], [-0.95665, 0.91362, 1.27395]], "mulliken_charge": [-0.103, -0.909, -0.372, 0.003, 0.135, 0.328, 0.291, 0.319, 0.307], "spin_multiplicity": 3, "homo_ev": [-8.17, -8.91], "de_lowest_ev": 1.597, "largest_force_ev_per_a": 2.0, "lumo_energy_ev": [0.0, -1.6]}


[12]
{"formula": "C2H4FPSi", "method": "the ωB97M-V functional and the def2-TZVPD basis", "species": ["C", "C", "F", "Si", "P", "H", "H", "H", "H"], "positions_angstrom": [[-0.99021, -1.18069, 0.77860], [-0.58912, -0.05515, 0.26361], [-0.14172, 0.10173, 2.96767], [0.85361, 0.68347, -1.47045], [-1.46544, 0.16189, 1.90621], [-1.05275, -2.23214, 0.83066], [1.72159, 1.60799, -0.69713], [-0.12412, 1.14869, -2.47782], [1.78817, -0.23579, -2.10137]], "mulliken_charge": [-0.143, -0.359, -0.340, 0.467, 0.161, 0.413, -0.059, -0.058, -0.083], "homo_ev": -9.07, "de_lowest_ev": 1.005, "largest_force_ev_per_a": 3.3, "lumo_energy_ev": 0.0}